This record from OMol25 describes a single C6H13N molecule. The level of theory is ωB97M-V with the def2-TZVPD basis set.

Geometry (Å):
C -1.51215 1.67142 0.50588
C -0.56417 0.49802 0.66286
N -0.65994 -0.42717 -0.43470
C -1.12565 -1.75634 -0.11046
C 0.66168 0.09487 -0.13291
C 1.66590 -0.89619 0.43715
C 1.26823 1.01709 -1.17716
H -2.48679 1.21007 0.29471
H -1.62501 2.28770 1.40075
H -1.28137 2.31530 -0.35029
H -0.57010 0.05345 1.66940
H -0.74552 -2.49590 -0.81730
H -0.88544 -2.08386 0.91365
H -2.21837 -1.73660 -0.20244
H 2.57028 -0.42084 0.83085
H 1.23310 -1.51448 1.22879
H 1.97679 -1.56711 -0.37667
H 0.54014 1.74167 -1.55219
H 1.63847 0.44151 -2.03506
H 2.11993 1.56740 -0.75487

Output
gap between HOMO and LUMO	9.847	eV
multiplicity	1
energy	-291.12124	hartree
largest force on an atom	0.31	eV Å⁻¹
relative energy (zero: lowest compared OMol25 entry of this formula, charge and spin)	23.54	kcal/mol

Here are the Mulliken charges for atoms 1 to 8, given in e: C -1.244; C -0.276; N -0.362; C -0.859; C 1.437; C -1.475; C -1.436; H 0.222


This record from OMol25 describes a gas-phase ion, C12H16ClFNO3 (charge +1). The level of theory is ωB97M-V with the def2-TZVPD basis set.

Geometry (Å):
C 3.25018 0.34658 1.81104
C 2.13267 -0.22714 0.93262
C 2.28743 -1.74514 0.84359
C 2.13078 0.50758 -0.43568
C 2.06121 -0.40100 -1.67042
C 1.11079 1.66197 -0.48336
O -0.10715 1.45053 0.27609
C -1.12009 0.78270 -0.20188
C -2.26131 0.62969 0.59089
C -3.34130 -0.05237 0.09935
C -4.55099 -0.33066 0.95618
O -4.84011 -1.43639 1.29894
O -5.16412 0.82985 1.23398
Cl -6.45031 0.70792 2.31645
C -3.29260 -0.57080 -1.20726
F -4.32797 -1.20570 -1.70237
C -2.18127 -0.41412 -1.95847
N -1.11988 0.25481 -1.43301
H 3.10776 1.41541 1.97635
H 4.22378 0.17649 1.35564
H 3.22938 -0.12146 2.79389
H 1.20451 -0.03822 1.47110
H 3.26076 -2.03346 0.45252
H 1.49973 -2.21508 0.25580
H 2.19554 -2.15323 1.84899
H 3.09592 1.01160 -0.50632
H 2.01782 0.20002 -2.58199
H 1.23826 -1.11312 -1.64194
H 2.97502 -0.98505 -1.74797
H 1.52922 2.56162 -0.04380
H 0.85784 1.92662 -1.51341
H -2.26056 1.05186 1.58380
H -2.10102 -0.80441 -2.96032
H -0.28994 0.33213 -2.00899

Output
charge	+1
gap between HOMO and LUMO	9.258	eV
multiplicity	1
energy	-1307.08477	hartree
largest force on an atom	0.82	eV Å⁻¹

Here are the Mulliken charges for atoms 1 to 8, given in e: C -1.691; C 0.795; C -1.656; C 1.015; C -2.250; C -1.293; O -0.335; C 0.159


This record from OMol25 describes a molecular structure, H2N3O2S at a distorted geometry. The level of theory is ωB97M-V with the def2-TZVPD basis set.

Geometry (Å):
N -1.49478 0.16544 0.01484
N 0.15562 0.71426 -0.41007
N 1.01229 -0.25749 -0.00095
O 0.40245 1.89845 -0.30965
O 2.15885 0.11232 0.34640
S 0.66635 -1.79862 -0.21231
H -1.50588 -0.02700 1.07913
H -1.39491 -0.80735 -0.50739

Output
charge	-1
gap between HOMO and LUMO (alpha / beta)	7.186 / 7.029	eV
multiplicity	1
energy	-713.96235	hartree
largest force on an atom	3.95	eV Å⁻¹
relative energy (zero: lowest compared OMol25 entry of this formula, charge and spin)	78.36	kcal/mol

Mulliken charges in e: N -0.561; N 0.187; N 0.621; O -0.646; O -0.646; S -0.488; H 0.250; H 0.283


This record from OMol25 describes 5 unconnected molecules or ions with the total composition C34H47F3N5O13. The level of theory is ωB97M-V with the def2-TZVPD basis set.

Geometry (Å):
N 1.87679 -0.59962 1.76919
C 1.11029 0.34892 0.96839
C 0.04448 -0.35491 0.11559
C 0.46932 -1.67316 -0.43902
C 1.55805 -1.80071 -1.30313
C 2.37552 -0.61080 -1.64862
C 1.93075 0.45303 -2.40730
C 2.81025 1.49179 -2.67082
N 4.07014 1.53839 -2.24960
C 4.49046 0.51577 -1.50619
C 3.68180 -0.55993 -1.18185
C 1.91058 -3.03283 -1.84041
C 2.99968 -3.16280 -2.86283
C 2.68696 -2.44084 -4.19998
C 1.21601 -2.43502 -4.54379
N 0.65935 -1.21228 -4.97866
O 0.54130 -3.42772 -4.45078
C 1.19209 -4.16184 -1.42132
C 1.50024 -5.59759 -1.81628
F 1.05123 -5.91707 -3.02022
F 0.92756 -6.43136 -0.93066
F 2.81633 -5.84724 -1.77748
C 0.14261 -3.99961 -0.57296
N -0.20945 -2.79547 -0.09828
C -1.38956 -2.79388 0.80490
C -2.67508 -2.78622 0.00968
N -2.79873 -1.58751 -0.81012
H 2.52690 -0.08013 2.34759
H 2.45231 -1.17338 1.16350
H 1.72569 0.98065 0.32754
H 0.59346 1.02747 1.63077
H -0.88312 -0.40845 0.65626
H -0.17078 0.28150 -0.74080
H 0.92371 0.49880 -2.79081
H 2.46554 2.33306 -3.25387
H 5.50557 0.54613 -1.14346
H 4.08094 -1.36020 -0.57670
H 3.92839 -2.73769 -2.50419
H 3.17289 -4.19934 -3.08795
H 3.06276 -1.42535 -4.19359
H 3.18310 -3.00480 -4.98317
H 1.33928 -0.46561 -4.89273
H 0.41585 -1.27484 -5.96194
H -0.44744 -4.83509 -0.24528
H -1.30441 -1.98101 1.50671
H -1.33328 -3.71420 1.37464
H -2.69203 -3.69365 -0.60408
H -3.52075 -2.86170 0.68263
H -2.18572 -1.63884 -1.61425
H -3.73791 -1.50544 -1.17320
C -2.13052 4.85550 3.80490
C -1.14144 3.95184 4.49151
C 0.06184 4.61728 5.12375
O 1.05023 3.57220 5.06337
C 0.74876 2.78683 4.01933
O 1.46498 1.93825 3.57979
O -0.48099 3.07208 3.54130
H -2.81741 4.25674 3.20595
H -2.70401 5.41987 4.53678
H -1.64025 5.55992 3.13592
H -1.64820 3.31910 5.22552
H -0.09162 4.91916 6.15525
H 0.41901 5.46746 4.53998
C -7.94051 5.17472 2.72853
C -6.93008 6.07050 2.06183
C -6.15376 5.45499 0.91809
O -4.91450 6.18490 0.96178
C -4.73032 6.59592 2.23974
O -3.72594 7.05676 2.67529
O -5.85267 6.39847 2.96291
H -8.26662 5.60770 3.67279
H -8.81101 5.04511 2.08632
H -7.51031 4.19537 2.94144
H -7.39425 7.01086 1.75258
H -6.62610 5.57890 -0.05271
H -5.93946 4.40002 1.08981
C 4.74796 -5.97616 0.57114
C 5.51971 -6.12415 1.85572
C 4.85629 -6.94192 2.94478
O 5.39398 -6.35137 4.13276
C 5.70936 -5.06259 3.85447
O 5.99428 -4.24084 4.65673
O 5.64479 -4.84981 2.51289
H 5.19040 -5.18468 -0.03405
H 4.75848 -6.90077 -0.00431
H 3.71097 -5.70295 0.77354
H 6.52875 -6.49635 1.65912
H 5.09347 -8.00162 2.91038
H 3.77130 -6.80850 2.95269
C -0.78374 3.18054 -4.14278
C -1.99143 2.66817 -3.40561
C -3.13768 3.63744 -3.21264
O -3.72563 3.15152 -1.99289
C -2.75498 2.54582 -1.27426
O -2.87015 2.19459 -0.14625
O -1.64136 2.38205 -2.02887
H 0.05401 2.49694 -4.00371
H -0.97234 3.27260 -5.21182
H -0.47147 4.15490 -3.76527
H -2.34760 1.73893 -3.86104
H -3.87024 3.62003 -4.01441
H -2.79192 4.66035 -3.04913

Output
charge	+1
gap between HOMO and LUMO	8.133	eV
multiplicity	1
energy	-2875.17659	hartree
largest force on an atom	0.90	eV Å⁻¹

Here are the Mulliken charges for atoms 1 to 8, given in e: N -0.609; C -0.280; C -1.113; C -0.309; C 0.094; C 1.263; C -0.277; C -0.916


This record from OMol25 describes a molecular structure, CHFI2S at a distorted geometry. The level of theory is ωB97M-V with the def2-TZVPD basis set.

Geometry (Å):
C -0.00622 -0.45821 -0.21598
F -0.67305 -1.08013 0.81284
S 0.90257 1.03794 0.35671
I 1.64477 -1.77029 -0.71473
I -1.19614 2.69590 0.74581
H -0.67193 -0.42521 -0.98465

Output
gap between HOMO and LUMO	7.413	eV
multiplicity	1
energy	-1132.11171	hartree
largest force on an atom	4.15	eV Å⁻¹
relative energy (zero: lowest compared OMol25 entry of this formula, charge and spin)	9.71	kcal/mol

Mulliken charges in e: C -0.254; F -0.174; S -0.074; I 0.077; I 0.018; H 0.406


This record from OMol25 describes 3 unconnected molecules or ions with the total composition C3H14N3O2 at a distorted geometry. The level of theory is ωB97M-V with the def2-TZVPD basis set.

Geometry (Å):
C 0.45850 -1.47195 1.98692
C -0.32873 -0.93050 0.82317
N 0.53522 -0.94042 -0.37638
C 0.39625 -0.07581 -1.35388
N 1.33159 -0.02502 -2.32041
N -0.74093 0.61851 -1.57790
H 0.75576 -2.51202 1.84558
H -0.14653 -1.48089 2.89307
H 1.30062 -0.82869 2.23288
H -1.22558 -1.51948 0.63487
H -0.60906 0.09261 1.04004
H 1.31494 -1.59146 -0.29661
H 1.94738 -0.80440 -2.46691
H 1.24439 0.62490 -3.08767
H -0.62969 1.48012 -2.09211
H -1.50950 0.63367 -0.90331
H -3.07875 1.75866 0.25343
H -3.75746 0.37088 0.43554
O -2.93120 0.85126 0.51001
H 2.53430 1.54871 0.23516
H 1.41792 2.56347 0.81038
O 1.72057 1.63784 0.77413

Output
charge	+1
gap between HOMO and LUMO	11.435	eV
multiplicity	1
energy	-437.26030	hartree
largest force on an atom	1.54	eV Å⁻¹
relative energy (zero: lowest compared OMol25 entry of this formula, charge and spin)	3.72	kcal/mol

Here are the Mulliken charges for atoms 1 to 8, given in e: C -1.513; C -0.211; N -0.176; C 0.790; N -0.394; N -0.387; H 0.401; H 0.385


This record from OMol25 describes 8 unconnected molecules or ions with the total composition C36H46N6O6S2 at a distorted geometry. The level of theory is ωB97M-V with the def2-TZVPD basis set.

Geometry (Å):
C -4.17124 -0.88535 -1.13579
C -3.99351 -2.34237 -1.10535
O -4.31033 -2.71867 0.24538
S -3.89377 -4.21517 0.49246
C -4.17510 -4.29002 2.21363
O -4.77639 -5.01789 -0.27695
O -2.47355 -4.41686 0.40568
H -3.63700 -0.28756 -0.45772
H -5.27539 -0.78514 -0.95118
H -3.93982 -0.43020 -2.05219
H -4.84189 -2.77447 -1.78480
H -3.03382 -2.67572 -1.45111
H -5.18134 -4.20363 2.48556
H -3.62108 -3.41184 2.48155
H -3.78331 -5.21376 2.57538
C -1.80497 2.63346 -1.13838
C -0.64672 1.82802 -0.62393
O -1.14358 0.93499 0.37827
S -0.21091 -0.21182 1.01968
C -0.95588 -1.50950 0.16806
O 1.12611 0.00340 0.70994
O -0.55923 -0.35466 2.38053
H -2.57702 2.03046 -1.68975
H -1.39424 3.33248 -1.84368
H -2.29680 3.24173 -0.35138
H -0.23702 1.18621 -1.49129
H 0.20334 2.40412 -0.23396
H -1.90260 -1.80347 0.58575
H -0.32723 -2.44883 0.24890
H -0.93581 -1.27373 -0.84875
C 0.41279 -3.62302 2.32281
C 0.65544 -4.67880 1.47934
C 1.97901 -4.91407 1.09664
N 3.03710 -4.30704 1.63162
C 2.77217 -3.27217 2.44630
C 1.51187 -2.95325 2.90037
H -0.64146 -3.40189 2.64185
H -0.15329 -5.34247 1.19632
H 2.16911 -5.74134 0.51274
H 3.67406 -2.72719 2.74672
H 1.29168 -2.14426 3.51852
C -0.63033 4.31356 -4.68306
C 0.42342 3.67720 -4.06759
C 0.40948 2.29271 -3.80962
N -0.63806 1.54668 -4.17056
C -1.65462 2.15454 -4.78178
C -1.73376 3.50794 -5.00072
H -0.61977 5.40487 -4.76792
H 1.29815 4.17505 -3.76974
H 1.31441 1.75818 -3.42107
H -2.39816 1.38504 -5.05640
H -2.53101 4.02775 -5.60073
C 1.29627 -4.04968 -2.78801
C 0.48362 -3.29450 -3.60085
C 0.49591 -1.93870 -3.50276
N 1.18896 -1.25761 -2.61714
C 1.99502 -2.05080 -1.85417
C 2.14362 -3.41391 -1.90993
H 1.32409 -5.13029 -2.87747
H -0.26969 -3.77823 -4.20218
H -0.12214 -1.33900 -4.16702
H 2.48668 -1.59161 -0.95095
H 2.90120 -3.86224 -1.26444
C 4.30186 4.49943 3.55421
C 3.43903 4.96216 4.50375
C 2.01581 5.01664 4.24983
N 1.46713 4.75195 3.10107
C 2.32358 4.37195 2.12944
C 3.69580 4.23806 2.28372
H 5.38021 4.39470 3.76522
H 3.85289 5.29623 5.44229
H 1.39076 5.48701 5.02424
H 1.89652 4.05870 1.19224
H 4.33766 4.00267 1.47109
C -2.24181 1.78247 4.20867
C -2.20111 2.97459 3.44412
C -3.08007 2.99359 2.34753
N -3.93972 2.01070 1.99265
C -3.86171 0.91370 2.67643
C -3.05070 0.76436 3.79553
H -1.62708 1.75379 5.09089
H -1.59990 3.79433 3.66289
H -3.17815 3.80999 1.66687
H -4.49551 0.11775 2.30247
H -3.03356 -0.21102 4.31931
C 3.47339 0.80465 -0.97041
C 3.89118 0.83892 -2.28741
C 5.04221 0.08628 -2.69945
N 5.81651 -0.57556 -1.84895
C 5.39592 -0.54829 -0.54866
C 4.27940 0.12442 -0.11105
H 2.69830 1.49930 -0.64042
H 3.32794 1.38721 -2.98638
H 5.14891 -0.09832 -3.75032
H 6.06296 -1.12081 0.15503
H 3.96973 0.06279 0.87990

Output
gap between HOMO and LUMO	9.696	eV
multiplicity	1
energy	-2975.59076	hartree
largest force on an atom	3.56	eV Å⁻¹

Here are the Mulliken charges for atoms 1 to 8, given in e: C -0.971; C -0.334; O -0.213; S 1.125; C -0.878; O -0.654; O -0.487; H -0.085


This record from OMol25 describes a molecular structure, C3H7N2 at a distorted geometry. The level of theory is ωB97M-V with the def2-TZVPD basis set.

Geometry (Å):
C -1.37064 -0.25710 0.32542
C 0.49262 1.05375 0.01327
C -0.25841 -0.98567 -0.41506
N -0.84520 0.80438 -0.46090
N 1.04827 -0.37473 -0.06434
H -2.35566 -0.57139 -0.06094
H -1.37085 -0.18190 1.38973
H 0.99357 1.64319 -0.69380
H 0.51565 1.50559 1.08475
H -0.25083 -1.62592 -1.18802
H 1.88593 -0.40769 -0.80847
H 1.51555 -0.60248 0.87837

Output
charge	+1
gap between HOMO and LUMO	9.986	eV
multiplicity	1
energy	-227.61871	hartree
largest force on an atom	6.01	eV Å⁻¹
relative energy (zero: lowest compared OMol25 entry of this formula, charge and spin)	85.12	kcal/mol

Here are the Mulliken charges for atoms 1 to 8, given in e: C -0.282; C -0.366; C -0.261; N -0.287; N -0.190; H 0.268; H 0.272; H 0.328